The molecule C6H10 in a non-equilibrium geometry. Source: the Open Molecules 2025 dataset; level of theory: ωB97M-V/def2-TZVPD.

Calculated values
ΔE to the lowest compared entry with this formula, charge and spin: 241.9 kJ/mol
SMILES: C/C=C/C=C/C
Max |F|: 0.021 Eh/bohr
DFT total energy: -6381.3527 eV
HOMO level: -8.21 eV
Gap between HOMO and LUMO: 9.433 eV

Geometry (Å):
1 C 0.59650 -1.33237 0.05744
2 H -1.15355 -1.79544 1.31954
3 C 2.04047 0.18744 -1.41965
4 H -2.09809 1.97436 0.65004
5 C -0.72803 0.32611 0.83825
6 C 0.72541 -0.27101 -0.85993
7 H -0.13709 -0.04307 -1.47508
8 C -0.48370 -1.06068 0.88050
9 H 2.39034 -0.50799 -2.19293
10 H -2.84510 0.38737 0.40517
11 H 1.33781 -2.11203 0.21211
12 C -2.09331 0.93326 0.98039
13 H -2.40972 0.92137 2.03098
14 H 0.09290 0.98015 1.10770
15 H 2.81544 0.24035 -0.65109
16 H 1.94970 1.17216 -1.88344